Computed, not measured: an isolated molecule of C3H5FOS in a non-equilibrium geometry, with ωB97M-V/def2-TZVPD.

Values from the calculation:
SMILES string: FCCOC=S
Highest occupied orbital energy (eV): -8.9
Total energy (eV): -18791.2123
Lowest unoccupied orbital energy (eV): 0.419

Geometry as XYZ:
```
11
Properties=species:S:1:pos:R:3:forces:R:3
F -1.07008 0.61035 -1.87180 -0.7 -0.3 -0.2
C 0.22067 0.29375 -1.57197 1.2 -0.4 0.8
C 0.42902 0.34888 -0.07009 -0.9 -0.5 -0.4
O -0.33924 -0.76538 0.45868 0.4 0.1 -1.3
C -0.65172 -0.86428 1.70408 1.2 2.7 2.5
S -0.22875 0.23601 2.94125 -0.7 -1.9 -1.9
H 0.53756 -0.69550 -1.95957 -0.6 0.5 0.0
H 0.83069 1.06851 -1.99947 0.5 0.3 -0.4
H 1.46667 0.24856 0.22344 0.2 0.0 0.0
H 0.01433 1.27453 0.29691 -0.1 0.3 0.4
H -1.20913 -1.75543 1.84855 -0.6 -0.7 0.4
```
Forces are in eV/Å.

=====

Computed, not measured: a structure of composition C49H55F9N5O5PSiV in a non-equilibrium geometry, with ωB97M-V/def2-TZVPD.

Values from the calculation:
Highest occupied orbital energy (alpha / beta) (eV): -6.3 / -5.4
⟨S²⟩: 0.80
Total energy (eV): -136715.3256
Multiplicity: 2
Lowest unoccupied orbital energy (alpha / beta) (eV): 0.027 / -0.103

Geometry as XYZ:
```
126
Properties=species:S:1:pos:R:3:forces:R:3
V -0.77404 0.54292 0.62511 1.7 -1.6 -2.2
O -2.00774 3.70182 2.68831 0.1 -0.1 -0.3
C -1.61914 2.91122 1.83041 -0.2 0.9 0.5
N -1.23204 1.64242 2.02521 -1.0 1.3 2.2
C -1.41144 1.10122 3.34441 0.0 0.3 0.5
C -1.52334 -0.38688 3.20661 -0.1 0.1 0.3
C -2.00804 -1.18848 4.22811 0.1 -0.3 -0.1
C -2.13544 -2.55298 4.01851 0.1 0.4 -0.1
C -1.78704 -3.05758 2.77171 0.1 0.1 0.1
C -1.30924 -2.19438 1.80541 -0.1 -0.5 0.0
N -1.15754 -0.88178 2.00961 -0.4 -0.6 0.8
C -1.50704 3.25022 0.38731 -0.1 0.7 -0.3
C -1.84284 4.49562 -0.12499 0.0 -0.3 0.1
C -1.69054 4.72322 -1.48299 0.1 -0.2 0.0
C -1.18834 3.68872 -2.27019 -0.1 0.2 0.3
C -0.87084 2.47972 -1.67619 -0.1 0.0 -0.7
N -1.03244 2.24532 -0.37559 -0.2 1.1 0.0
H -2.30244 1.53222 3.82811 0.2 -0.2 -0.1
H -0.54884 1.35202 3.99381 -0.3 -0.1 -0.1
H -2.28364 -0.74298 5.17251 0.0 0.1 0.0
H -2.51184 -3.19538 4.79851 0.0 -0.1 0.1
H -1.87704 -4.11128 2.56551 0.0 -0.1 -0.1
H -1.05054 -2.55038 0.81731 0.0 0.0 0.0
H -2.22274 5.24602 0.55161 0.0 0.0 0.1
H -1.95664 5.67532 -1.91739 0.0 0.1 0.0
H -1.06634 3.82062 -3.33519 0.1 -0.1 -0.1
H -0.49854 1.64622 -2.24989 0.1 0.0 0.0
F 6.21536 1.01892 7.63081 -0.1 0.2 -0.1
C 5.65346 -0.13858 7.23371 0.3 -0.1 0.3
F 6.67536 -0.93098 6.85301 0.0 -0.1 -0.2
F 5.12726 -0.69898 8.33091 -0.2 -0.1 0.0
C 4.65726 0.05692 6.13061 -0.2 -0.1 0.0
C 5.08706 0.67212 4.95531 -0.1 -0.1 0.2
C 4.19516 0.85182 3.92081 -0.1 0.0 0.1
C 2.87056 0.42962 4.04461 -0.2 -0.2 0.2
C 2.46366 -0.20228 5.21491 -0.1 0.2 -0.4
C 3.34836 -0.38788 6.26111 0.5 0.0 0.2
P 1.66776 0.56562 2.64051 1.0 0.1 0.3
C 1.95896 2.32342 2.22191 -0.2 -0.1 0.0
C 1.67906 2.75042 0.92541 0.1 0.0 0.2
C 1.64146 4.09762 0.62481 0.0 0.1 0.0
C 1.85676 5.03062 1.63211 -0.1 0.0 0.0
C 2.14856 4.61912 2.92371 -0.1 0.1 -0.1
C 2.19736 3.26812 3.21681 0.0 -0.1 -0.1
C 1.74946 6.48902 1.29711 0.1 0.3 -0.2
F 2.90676 6.98992 0.81081 0.2 -0.1 0.0
F 1.42326 7.25512 2.34381 0.0 -0.1 0.3
F 0.83006 6.72402 0.34541 -0.2 -0.1 -0.1
C 2.76146 -0.37058 1.50641 0.0 0.0 -0.2
C 3.69886 0.18492 0.64091 -0.1 -0.1 0.2
C 4.51196 -0.63348 -0.11499 0.2 -0.2 0.0
C 4.41526 -2.01318 0.00891 0.0 0.1 0.1
C 3.50406 -2.58208 0.89611 0.4 0.0 -0.3
C 2.67226 -1.75968 1.62381 0.0 0.3 0.1
C 5.30576 -2.87648 -0.82989 0.2 -0.3 -0.2
F 6.46946 -3.19108 -0.23619 0.0 0.1 0.2
F 5.63326 -2.28468 -1.99649 0.0 0.3 -0.1
F 4.72816 -4.04408 -1.16879 -0.2 -0.1 0.1
H 6.11456 0.99132 4.85871 0.1 0.0 0.0
H 4.52496 1.32112 3.00621 0.0 0.1 -0.1
H 1.44326 -0.55088 5.30001 -0.1 0.0 0.0
H 3.03166 -0.88098 7.16811 0.0 0.0 0.1
H 1.44956 2.00562 0.17241 0.1 0.1 -0.1
H 1.40986 4.43492 -0.37529 -0.1 0.0 -0.1
H 2.29696 5.34592 3.70641 0.0 0.1 0.1
H 2.40016 2.95012 4.22941 0.0 0.0 0.1
H 3.78346 1.25502 0.53631 0.0 0.1 0.0
H 5.21156 -0.20828 -0.81959 0.1 0.1 0.0
H 3.44826 -3.65658 0.99461 0.0 -0.1 0.0
H 1.95166 -2.19078 2.31021 0.0 0.0 0.0
C 1.19496 -2.14268 -1.39409 -0.1 -0.1 0.0
C 1.85256 -0.89448 -1.83219 -0.1 -0.3 0.0
N 1.55126 0.31992 -1.44299 -0.4 0.0 0.2
C 2.34416 1.16002 -2.17749 0.3 0.0 -0.2
C 3.14916 0.43672 -3.00319 0.1 0.4 0.0
N 2.82396 -0.87228 -2.77959 -0.1 0.0 0.0
H 0.61596 -1.91868 -0.50049 0.1 -0.1 0.0
H 1.91606 -2.93538 -1.20679 0.0 0.0 0.0
H 0.49556 -2.45898 -2.16559 0.0 -0.1 0.0
H 2.28416 2.22712 -2.07899 0.0 0.2 0.0
H 3.90476 0.73142 -3.69959 0.2 0.1 -0.2
H 3.24576 -1.67238 -3.22099 0.0 0.0 0.1
C -3.93484 -3.92788 -2.97329 0.1 0.2 0.3
C -3.21214 -3.68798 -1.64459 -0.2 -0.6 0.0
C -1.84014 -4.36188 -1.70209 -0.2 0.3 0.0
C -4.03664 -4.26308 -0.48609 0.2 0.2 -0.3
O -3.07404 -2.30858 -1.37739 0.0 0.2 -0.1
Si -2.22524 -1.03908 -1.98069 -0.1 0.0 0.3
O -1.34394 -0.45048 -0.79009 -0.5 -1.0 -1.2
O -3.23814 0.10932 -2.56439 0.4 -0.2 -0.2
C -4.47054 0.58282 -2.05499 -0.7 0.4 0.0
C -4.44264 2.11432 -2.12399 0.0 -0.5 0.0
C -5.57264 0.00952 -2.95389 0.3 0.1 0.2
C -4.70604 0.14682 -0.60929 0.2 0.0 -0.2
O -1.29174 -1.56678 -3.22059 -0.1 0.0 0.2
C -1.09774 -1.13768 -4.55619 0.2 0.0 -0.7
C -2.39034 -1.31998 -5.35679 0.3 0.0 0.3
C -0.65914 0.32552 -4.59559 -0.1 -0.3 0.1
C 0.01006 -2.03418 -5.12919 -0.3 0.2 0.2
H -4.05774 -4.99478 -3.14309 0.0 -0.1 0.0
H -3.35134 -3.50788 -3.78559 0.1 0.0 -0.1
H -4.91594 -3.46058 -2.97129 -0.1 0.1 0.0
H -1.94194 -5.43268 -1.85559 0.0 -0.1 0.0
H -1.29974 -4.18608 -0.77709 0.1 0.0 0.2
H -1.27274 -3.93248 -2.52109 0.2 0.0 -0.1
H -4.07064 -5.34758 -0.54549 0.0 -0.1 0.0
H -5.05114 -3.87418 -0.51779 -0.1 0.1 0.0
H -3.59124 -3.96518 0.45961 0.1 0.0 0.1
H -4.18204 2.44382 -3.12689 0.0 0.0 -0.1
H -3.69814 2.49462 -1.42839 0.0 0.1 0.1
H -5.41824 2.51792 -1.85989 -0.1 0.1 0.0
H -5.53234 0.44742 -3.94749 0.0 0.1 -0.1
H -6.55464 0.18642 -2.52599 -0.2 0.1 0.0
H -5.41384 -1.06118 -3.04339 -0.1 -0.2 0.0
H -3.84374 0.41192 0.00841 -0.1 0.1 0.0
H -4.83054 -0.93008 -0.56829 -0.1 -0.1 0.1
H -5.59744 0.62892 -0.21579 -0.1 0.1 0.1
H -3.19884 -0.81308 -4.84009 -0.2 0.1 0.0
H -2.63264 -2.37628 -5.44329 0.0 -0.1 -0.1
H -2.28404 -0.90618 -6.35479 0.0 0.1 -0.2
H -1.45644 0.94302 -4.19469 -0.1 0.2 0.0
H -0.43194 0.63572 -5.61339 0.0 0.0 -0.1
H 0.23146 0.45262 -3.98539 0.2 0.1 0.1
H -0.23214 -3.07738 -4.94189 0.0 -0.1 0.0
H 0.95856 -1.80608 -4.65119 0.2 0.0 0.1
H 0.11306 -1.88398 -6.20029 0.0 0.0 -0.1
```
Forces are in eV/Å.

=====

- Which of these has the lowest total energy?
  C49H55F9N5O5PSiV

=====

- The lowest total energy belongs to which entry?
  C49H55F9N5O5PSiV

=====

- Which value of total energy does entry 2 give?
  -136715.3256 eV

=====

- Which formula does entry 2 have?
  C49H55F9N5O5PSiV